(1)
DFT (ωB97M-V with the def2-TZVPD basis set) results for a 6-piece molecular cluster, C12H36ClN6O9 overall.

The geometry in XYZ format:
```
64
Properties=species:S:1:pos:R:3:forces:R:3
Cl 14.786 1.330 -8.969 1.9245 1.0194 1.6477
O 18.322 5.463 -8.232 -0.7027 -1.7749 0.2556
O 15.750 0.269 -9.184 -0.7084 -0.4355 -0.3514
O 20.199 -2.212 -7.556 2.8403 -2.8047 0.5914
O 13.851 -3.398 -6.724 0.0769 -1.7878 0.1262
O 13.443 4.720 -13.488 1.5635 -0.4824 -0.3418
O 16.421 0.998 -12.457 0.0586 1.3872 -0.9874
O 13.442 0.973 -9.302 -0.1086 -0.2464 -0.7370
O 15.284 2.492 -9.681 -0.8251 -0.1320 -0.7463
O 14.812 1.681 -7.558 -0.2285 -0.2041 0.3854
N 14.084 6.071 -15.827 0.5778 1.8693 -0.3221
N 18.268 -1.364 -7.602 -8.4689 0.6074 1.4041
N 12.465 -1.754 -7.490 -2.9628 -0.3188 -0.8744
N 18.536 2.800 -9.040 -0.8290 -0.7333 -0.1273
N 14.345 -1.229 -6.549 2.8254 0.3832 1.7554
N 19.913 -0.218 -8.471 0.7355 1.8774 -1.1006
C 15.439 0.029 -12.702 -1.0858 -0.3009 2.1829
C 13.760 4.697 -15.776 -0.5997 -0.8471 2.0980
C 13.827 4.432 -12.156 -0.4789 -0.0994 0.3160
C 17.576 4.401 -7.474 1.3566 0.4543 0.2422
C 19.463 -1.319 -7.869 6.4474 0.2505 -1.0398
C 17.675 6.702 -8.051 0.3036 -0.2660 -0.2343
C 13.886 0.506 -12.622 2.9001 -0.0875 -0.6702
C 18.080 2.925 -7.680 2.0158 1.2958 1.9055
C 19.343 2.579 -6.744 -1.6519 1.3595 -0.9718
C 13.542 -2.245 -6.852 -0.5082 1.6402 -1.4064
C 14.280 4.102 -14.475 -0.8328 0.7078 -0.6613
C 14.257 4.066 -16.983 0.2494 -1.0282 -1.2584
H 20.901 -0.151 -8.666 -0.4648 0.0113 0.0346
H 17.750 -0.544 -7.887 -1.2280 -0.6981 0.2007
H 18.152 7.470 -8.660 0.2538 -0.2022 -0.1260
H 12.292 -0.763 -7.578 0.4914 -0.2448 -0.1508
H 13.647 1.130 -11.761 0.3443 -0.4900 0.3217
H 19.540 2.901 -8.995 0.0380 0.4158 -0.4681
H 14.306 3.012 -14.498 -0.7385 -0.2531 0.3734
H 13.791 1.191 -13.465 -0.7638 -0.5058 -0.4042
H 19.900 1.717 -7.110 -0.4571 -0.2160 0.4923
H 16.644 6.623 -8.396 -0.2894 0.1864 0.3701
H 18.118 3.629 -9.437 0.5334 -0.1975 -1.2516
H 16.517 4.407 -7.735 -0.0584 0.3582 -0.0795
H 13.336 -0.434 -12.611 -0.4957 0.4145 -0.3641
H 12.676 4.624 -15.868 -0.3527 -0.6240 0.7243
H 17.763 4.684 -6.438 -0.5787 -0.0966 0.3276
H 17.231 2.345 -7.318 -0.0778 -0.5141 -0.7346
H 15.720 -0.528 -13.596 -0.4122 0.2866 -0.2438
H 14.152 6.293 -16.809 0.0630 0.6359 -0.0484
H 14.890 4.351 -11.931 0.2684 -0.0317 -0.6176
H 13.592 4.594 -17.668 0.6366 -0.6407 -1.2947
H 19.271 0.527 -8.703 0.3446 0.1025 -0.4232
H 13.475 5.264 -11.545 -0.3262 -0.2308 0.1371
H 17.783 7.009 -7.011 -0.4756 0.1499 0.2132
H 11.901 -2.334 -8.094 0.1546 -0.1015 0.4927
H 17.917 -2.254 -7.280 -0.4226 0.5513 -0.0685
H 14.165 -0.239 -6.461 -0.0279 -0.2523 -0.5593
H 15.639 -0.608 -11.840 -0.8092 -1.0321 -0.1570
H 15.321 4.208 -17.172 -0.0159 0.3274 -0.1086
H 15.339 4.356 -14.440 0.1407 0.5534 0.5875
H 14.078 2.991 -16.971 -0.2100 0.0204 -0.2630
H 16.204 1.345 -11.589 0.2584 0.3324 0.3840
H 13.364 3.481 -11.892 0.0036 0.0651 0.5194
H 20.015 3.430 -6.858 0.1156 0.1841 0.2826
H 15.289 -1.583 -6.490 0.0355 0.7430 0.5133
H 13.350 6.643 -15.435 0.0997 0.0752 0.1888
H 18.956 2.536 -5.726 0.5387 -0.3851 0.1200
```
Forces are in eV/Å.

As for the orbital gap: 9.536 eV. The value obtained for the HOMO energy is -6.9 eV. As for the total charge: -1.

***

(2)
DFT (ωB97M-V with the def2-TZVPD basis set) results for C12H36F2KNO20P4S2 as an isolated structure.

The geometry in XYZ format:
```
78
Properties=species:S:1:pos:R:3:forces:R:3
K 0.089 -0.635 -0.476 -0.2057 0.0623 0.4834
S -0.236 -1.689 -4.400 -0.9558 2.5579 -0.9863
S 0.856 -3.247 -2.946 2.6871 -6.1796 3.1835
P -2.751 -3.322 0.398 0.2755 -0.0075 0.2486
P 3.940 -1.047 0.827 0.9944 -0.3685 -1.3215
P 1.591 2.580 1.530 0.1394 0.8313 0.4704
P -3.156 2.036 -1.046 0.0483 -0.5099 -0.8095
F -0.127 -0.100 -4.586 0.2732 -0.2774 0.4551
F 0.877 -3.510 -1.336 0.6740 0.7629 0.3102
O -1.654 -1.878 -4.345 0.4520 -0.1302 0.3842
O 2.175 1.781 2.757 0.1738 0.2994 -0.1622
O -1.506 -2.720 0.921 -0.1751 0.1010 -0.3822
O 2.728 -0.517 0.194 -0.3149 -0.0713 0.3011
O 0.464 -2.192 -5.546 0.0724 -0.0461 1.3888
O 0.866 3.837 2.235 0.2229 0.1614 -0.7269
O -2.311 3.396 -1.235 -0.2098 -0.6966 -0.0438
O -2.561 -4.674 -0.417 -0.2458 0.7877 0.2412
O -3.756 -3.742 1.547 -0.0431 -0.2379 -0.2315
O 4.890 -1.866 -0.154 -0.5439 0.2487 0.4747
O 0.755 1.780 0.644 -0.3238 0.0120 0.0367
O 4.955 0.063 1.316 -0.0783 -0.0805 1.1172
O -3.737 1.823 -2.517 -0.1927 -0.0445 0.7047
O -4.413 2.434 -0.170 0.1418 -0.2154 -0.0075
O -2.440 0.860 -0.511 -0.0506 0.8454 -0.0447
O 2.862 3.280 0.884 -0.0113 -0.4264 0.7921
O 2.203 -3.581 -3.355 -1.1968 0.7728 0.1491
O -3.629 -2.415 -0.549 0.3831 0.0357 0.2110
O -0.169 -4.223 -3.218 -0.0592 1.1485 -1.2544
O 3.740 -2.034 2.049 0.2311 0.5652 -0.3126
N 0.519 -1.758 -2.860 -1.9400 1.4254 -3.8896
C 5.464 1.071 0.462 0.2456 0.0695 -1.2862
C 2.880 -1.650 3.105 -1.1633 0.2969 0.9521
C -2.873 1.371 -3.588 0.3941 0.5062 0.2291
C -1.722 -5.692 0.114 0.0218 -1.1771 -0.0240
C 4.444 -3.128 -0.672 0.2921 -0.6569 -0.1390
C 2.783 4.316 -0.071 -0.2143 0.3964 -1.0946
C -3.173 -2.148 -1.896 -1.2524 -0.9877 -0.7483
C 3.291 2.313 3.517 0.0819 -1.3882 0.1634
C -0.233 3.644 3.130 0.1508 -0.2655 0.2969
C -5.180 3.627 -0.410 0.2844 -0.0863 -0.0527
C -1.679 3.970 -0.087 0.1592 -0.2851 0.3250
C -4.360 -2.804 2.448 0.6612 -0.3240 0.1186
H 5.427 2.063 0.904 -0.3726 -0.1135 0.3318
H 5.000 -3.347 -1.581 0.0088 0.2922 -0.0187
H -0.947 -5.970 -0.600 0.1839 0.6045 0.0212
H 0.004 4.135 4.074 0.1850 -0.1976 0.0314
H -4.286 -3.225 3.451 -0.2110 -0.1533 -0.0862
H 3.383 -3.160 -0.920 0.0055 0.1926 0.1674
H -3.046 0.353 -3.933 -0.4145 -0.0405 0.4454
H -0.616 4.131 -0.262 -0.1036 0.0671 -0.3811
H -1.847 1.433 -3.226 0.1217 0.0366 -0.4039
H 4.914 1.061 -0.482 -0.1246 0.2613 0.0880
H 4.148 1.758 3.136 0.3105 0.5382 -0.0652
H -4.723 4.164 -1.239 -0.2966 0.2435 0.0052
H -6.213 3.359 -0.620 0.0842 -0.1461 -0.2076
H -5.176 4.229 0.498 0.1754 0.0162 -0.0162
H -2.664 -3.039 -2.261 0.5832 0.4174 -0.0455
H -2.177 4.911 0.135 0.0153 0.0315 0.1297
H 2.032 5.059 0.207 0.0135 -0.0928 -0.0183
H -0.367 2.571 3.271 -0.3419 0.0886 0.2423
H 3.163 1.961 4.541 -0.2433 0.2554 0.0197
H -2.679 -1.197 -2.063 0.3741 -0.1109 0.6438
H 2.361 -2.523 3.500 0.4034 -0.1892 -0.0802
H -3.775 -1.884 2.479 -0.3760 0.2197 -0.2659
H -3.057 2.056 -4.411 0.2517 -0.0024 -0.0481
H 3.403 3.391 3.487 -0.1271 0.0345 -0.2363
H -2.306 -6.611 0.219 -0.2537 0.2649 0.1636
H -1.153 4.110 2.782 0.1437 -0.1185 -0.4220
H -4.091 -2.125 -2.493 0.0637 0.1882 0.0863
H 2.569 3.897 -1.060 -0.2838 0.0095 0.1911
H 4.712 -3.899 0.053 -0.2673 0.0073 0.0186
H 2.072 -0.972 2.819 0.2327 0.0543 -0.5142
H 6.505 0.885 0.193 -0.0053 -0.3335 0.2940
H 3.743 4.820 -0.191 0.0676 -0.2006 0.5139
H -1.315 -5.435 1.090 0.1743 0.1528 -0.1179
H -5.398 -2.705 2.143 0.0244 0.4296 0.1240
H -1.714 3.280 0.757 -0.2083 0.0908 0.0299
H 3.410 -1.145 3.916 0.3239 -0.2217 -0.1395
```
Forces are in eV/Å.

As for the orbital gap: 9.561 eV. The value obtained for the HOMO energy is -9.5 eV. As for the energy above the lowest of the compared OMol25 structures with the same formula, charge and spin: 0.0 kJ/mol. As for the total charge: 0.

***

(3)
DFT (ωB97M-V with the def2-TZVPD basis set) results for C12H36F2O6S6Zr as an isolated structure.

The geometry in XYZ format:
```
63
Properties=species:S:1:pos:R:3:forces:R:3
Zr 4.203 43.149 12.882 2.7993 -0.6938 0.5725
S 1.608 44.923 10.986 0.0847 -1.0910 1.2085
S 3.872 41.114 15.854 1.0003 1.2123 -1.1757
S 4.889 46.615 12.095 0.9921 -0.5183 -1.1188
S 1.950 40.251 12.499 2.0286 2.1444 -2.2018
S 4.290 42.798 9.251 -1.6151 -1.5874 1.6464
S 2.761 45.621 15.161 2.1255 -1.5532 -0.9093
F 5.431 41.433 12.717 -0.1755 0.1830 0.1798
F 5.773 43.930 14.134 -0.5963 -0.2053 -0.2867
O 3.234 44.650 14.065 -1.9384 2.5199 2.4051
O 2.771 41.567 12.442 -2.3362 -3.6387 -0.3960
O 3.598 42.051 14.634 -0.1574 -1.8517 3.5964
O 2.362 43.853 11.802 -3.1175 1.8592 -1.5738
O 4.740 45.103 11.882 1.0464 3.1344 -0.6150
O 4.418 42.970 10.743 1.0011 -0.3746 -2.7759
C 0.655 45.903 12.186 -0.1325 0.9676 -0.0826
C 0.133 44.172 10.174 0.0478 -0.3567 -0.1009
C 4.743 44.330 8.454 1.3579 -0.3766 0.8027
C 5.565 41.590 8.741 0.1040 1.2435 -0.3330
C 6.656 47.028 12.572 -0.5139 -0.7740 -0.5683
C 4.986 47.375 10.355 -0.2161 -0.6001 0.4084
C 3.913 39.363 15.308 0.1101 1.3771 0.0761
C 3.080 38.915 11.653 -0.7236 0.9688 -0.1941
C 0.791 40.652 11.112 -0.5584 -1.0132 0.1385
C 4.160 46.838 15.313 -0.6681 0.5978 -0.0605
C 2.999 44.810 16.781 1.1469 0.3372 0.5915
C 5.706 41.188 16.136 -0.9652 -0.6586 0.0206
H 5.175 46.446 15.254 -0.3294 -0.7305 0.2401
H 4.515 39.413 14.400 -0.1073 -0.3699 -0.1095
H 4.451 38.885 16.127 -0.2637 -0.3646 -0.1855
H 6.761 48.110 12.651 -0.2274 -0.0362 0.0518
H 4.055 45.131 8.722 -0.4076 -0.4693 -0.3134
H 0.300 39.760 10.721 0.4037 -0.3625 -0.1017
H 4.043 47.520 14.471 -0.2296 -0.1606 -0.0898
H -0.641 44.924 10.018 0.3246 0.2754 0.0067
H 3.641 39.396 10.852 0.1246 0.5213 0.4105
H 1.274 46.725 12.546 0.4594 -0.4262 0.3496
H 2.539 38.130 11.125 -0.4457 -0.1470 0.6216
H 5.951 42.094 16.691 0.0672 0.0765 -0.6563
H 6.527 41.871 9.168 0.0105 0.0625 -0.1291
H 5.724 46.927 9.689 0.1532 -0.4788 0.4635
H 6.944 46.508 13.486 -0.3825 0.0160 0.0328
H 2.696 45.538 17.533 -0.5073 -0.0131 -0.0528
H 5.523 41.714 7.659 0.4371 -0.2533 -0.1454
H 7.292 46.651 11.771 -0.0281 0.0283 -0.0178
H 4.018 47.478 16.184 -0.0371 -0.2861 0.2910
H 0.405 43.759 9.203 0.2779 0.1227 0.0437
H -0.076 41.213 11.462 0.4599 0.3432 0.5274
H 6.010 40.327 16.732 -0.2422 -0.0110 0.2321
H 1.291 41.196 10.311 0.3248 -0.1072 0.3100
H 5.678 44.593 8.949 0.3667 0.1770 -0.4422
H -0.134 46.474 11.697 -0.1416 -0.3814 -0.4944
H 2.594 43.820 16.988 -0.7100 0.2856 -0.7075
H 0.191 45.357 13.008 0.3992 -0.3669 -0.0908
H 6.107 41.025 15.136 0.2773 0.8073 -0.0586
H 4.002 47.189 9.926 -0.0610 0.1122 0.0945
H 3.751 38.543 12.427 -0.1944 0.0483 -0.1357
H 4.061 44.686 16.993 0.2661 0.0686 -0.5315
H 5.206 48.442 10.321 -0.2231 0.0443 0.6656
H -0.348 43.366 10.728 0.3917 0.0834 0.4512
H 2.884 39.027 15.184 0.2536 -0.1603 -0.0709
H 5.350 40.552 8.995 -0.5116 0.3680 0.2621
H 4.857 44.096 7.395 -0.0787 0.4325 0.0248
```
Forces are in eV/Å.

As for the orbital gap (spin up / spin down): 3.168 / 9.276 eV. The value obtained for the HOMO energy (spin up / spin down) is -5.0 / -11.2 eV. Its expectation value of S² is 0.753. As for the total charge: +1. Its multiplicity is 2.

***

(4)
DFT (ωB97M-V with the def2-TZVPD basis set) results for a 7-piece molecular cluster, C12H36FO6 overall.

The geometry in XYZ format:
```
55
Properties=species:S:1:pos:R:3:forces:R:3
F 151.851 121.086 56.840 -0.2478 0.8283 0.0207
O 149.271 121.896 56.839 -0.2491 0.4504 0.1736
O 151.285 120.900 54.355 0.5093 1.7412 2.7377
O 151.108 118.688 56.494 0.0087 -4.8693 -2.0587
O 151.603 123.774 57.924 0.2014 3.4472 0.9811
O 152.743 120.242 59.136 2.1103 -4.6738 1.9751
O 154.426 121.312 56.308 11.2023 -0.9688 1.6368
C 152.515 120.761 61.453 -0.0041 1.3554 1.0093
C 152.711 121.248 60.037 3.2013 -3.4991 2.1401
C 154.689 120.095 55.727 -2.6993 -2.7672 -0.7125
C 156.001 119.952 55.158 2.0294 -2.6359 -2.7813
C 150.009 118.288 57.215 -2.5007 1.1901 -1.6302
C 151.208 122.062 52.268 1.6875 2.3899 0.8544
C 152.427 124.480 56.983 0.6471 -3.8236 -0.4249
C 147.641 123.509 56.078 5.6119 4.8662 4.2513
C 149.730 116.915 56.748 -1.5645 -1.5305 2.6944
C 151.830 122.062 53.693 -2.6955 -4.3790 -2.5301
C 153.437 125.369 57.618 -2.1925 -2.1121 -2.9917
C 149.054 122.994 55.947 -4.2458 -5.0728 -2.2346
H 147.366 124.176 57.034 1.8895 -0.2785 -0.9896
H 151.316 123.098 51.827 0.4737 -1.1145 -0.0196
H 147.252 124.154 55.440 -0.9791 2.6557 -4.0272
H 152.817 121.947 53.537 3.9172 -0.6571 -0.1897
H 150.201 118.322 58.233 0.4627 -0.1833 2.3310
H 152.941 126.168 57.854 -2.7081 4.8027 2.3566
H 149.864 123.570 56.082 2.3180 3.0293 -0.1614
H 151.421 120.988 55.460 0.0709 -0.2824 -3.3024
H 154.531 119.219 56.305 -0.0179 -0.5199 2.2631
H 151.901 119.863 61.403 -0.9051 0.4691 0.0948
H 153.894 119.790 55.036 -0.0200 0.8771 -0.8101
H 152.030 121.740 61.959 1.0026 -2.7202 -0.3662
H 148.941 122.482 54.892 1.1766 1.2264 1.3146
H 151.943 121.684 59.739 -7.6027 4.6532 -1.3030
H 151.579 121.270 51.645 0.0070 -0.2401 -0.3031
H 152.639 120.441 58.248 -0.4801 1.4048 -2.7378
H 153.905 124.949 58.367 2.3428 -2.2035 3.9101
H 148.988 116.334 57.350 -0.3570 0.9716 -0.2891
H 151.487 122.857 57.843 0.4637 -2.0528 -1.0003
H 153.616 121.442 56.191 -11.0826 1.9973 -1.0523
H 151.742 122.991 54.058 -1.1673 3.3005 2.3001
H 151.228 119.506 56.793 1.7298 5.6990 1.3489
H 149.419 116.844 55.745 0.3098 -0.2012 -1.3444
H 156.431 118.854 54.865 -1.7238 2.1745 0.8842
H 150.561 116.348 57.112 1.2299 -0.5352 -1.0448
H 156.686 120.267 55.873 1.6427 1.1222 0.9249
H 154.085 125.718 56.927 2.4565 0.6947 -2.5048
H 151.790 124.953 56.289 -0.8341 1.1698 -0.7049
H 153.391 120.321 62.006 -0.2911 1.2024 -0.5466
H 150.232 121.749 56.792 -0.1859 -0.5425 0.2657
H 146.904 123.028 56.400 -5.6187 -6.4582 1.4927
H 152.966 123.738 56.355 -0.2091 0.0997 0.3426
H 153.391 121.996 59.892 3.0429 1.6843 0.0308
H 156.010 120.468 54.214 0.7863 0.7240 -0.2923
H 150.196 122.037 52.451 -2.5558 -0.7437 0.0321
H 149.172 119.059 57.061 0.6061 -1.1619 -0.0131
```
Forces are in eV/Å.

As for the orbital gap: 9.407 eV. The value obtained for the HOMO energy is -6.2 eV. As for the energy above the lowest of the compared OMol25 structures with the same formula, charge and spin: 821.2 kJ/mol. As for the total charge: -1.

***

Q: Which strongest force on any atom values were calculated for the entries above? A: 8.606 7.453 4.342 11.363, in eV Å⁻¹.